# 1
A molecular structure, C53H71AsNO5P2RbSSi3, computed with ωB97M-V/def2-TZVPD.

Properties
Spin multiplicity: 1
HOMO level in eV: -1.64
Total charge: -2
Lowest unoccupied orbital energy in eV: 3.57
Largest force on an atom in Eh/bohr: 0.018
E in Eh: -6702.65836

Element x y z (Å)
Rb1 0.57 -1.10 0.70
C1 3.28 0.59 2.53
O1 1.99 1.15 2.54
Si1 1.14 1.50 3.95
C2 2.44 2.18 5.16
C3 0.68 -0.18 4.69
C4 -0.21 2.61 3.59
Si2 0.12 4.10 2.64
C5 -0.20 5.72 3.60
C6 -0.91 4.31 1.05
C7 1.92 4.31 2.08
Si3 -1.81 2.35 4.35
C8 -1.82 2.69 6.23
C9 -2.55 0.60 4.24
C10 -3.20 3.44 3.65
H1 3.97 1.16 3.15
H2 3.65 0.59 1.50
H3 3.27 -0.45 2.87
H4 3.19 1.44 5.47
H5 1.93 2.54 6.05
H6 2.98 3.03 4.72
H7 1.56 -0.82 4.75
H8 -0.06 -0.69 4.06
H9 0.26 -0.07 5.69
H10 -1.23 5.79 3.94
H11 0.01 6.60 2.99
H12 0.44 5.76 4.49
H13 -1.93 4.62 1.29
H14 -0.98 3.37 0.51
H15 -0.47 5.07 0.39
H16 2.58 4.48 2.94
H17 2.02 5.17 1.41
H18 2.29 3.42 1.57
H19 -1.07 2.06 6.72
H20 -2.79 2.49 6.70
H21 -1.55 3.73 6.42
H22 -2.02 -0.11 4.89
H23 -2.48 0.21 3.22
H24 -3.60 0.61 4.55
H25 -2.93 4.50 3.67
H26 -4.12 3.31 4.23
H27 -3.40 3.17 2.61
C11 -1.87 -3.81 3.18
C12 -1.89 -3.19 1.78
O2 -1.68 -1.99 1.68
C13 -2.15 -4.06 0.63
C14 -2.85 -5.26 0.80
C15 -3.14 -6.11 -0.25
C16 -2.67 -5.76 -1.53
C17 -1.95 -4.61 -1.73
C18 -1.65 -3.69 -0.67
O3 -0.96 -2.65 -0.88
H28 -1.44 -3.08 3.86
H29 -1.30 -4.73 3.19
H30 -2.89 -4.03 3.51
H31 -3.20 -5.53 1.80
H32 -3.70 -7.02 -0.09
H33 -2.87 -6.42 -2.36
H34 -1.58 -4.35 -2.72
C19 1.76 2.65 -1.50
N1 1.35 1.61 -2.48
P1 2.09 0.09 -1.95
C20 1.86 -0.99 -3.43
C21 2.33 -0.67 -4.70
C22 2.18 -1.55 -5.76
C23 1.55 -2.77 -5.55
C24 1.07 -3.10 -4.29
C25 1.23 -2.21 -3.23
C26 3.86 0.53 -2.29
C27 4.82 -0.25 -1.67
C28 6.17 -0.03 -1.92
C29 6.57 0.99 -2.78
C30 5.60 1.78 -3.39
C31 4.26 1.56 -3.15
P2 -0.41 1.59 -2.33
C32 -0.77 3.13 -3.28
C33 -2.02 3.72 -3.09
C34 -2.38 4.85 -3.82
C35 -1.49 5.41 -4.73
C36 -0.24 4.83 -4.90
C37 0.12 3.70 -4.18
C38 -1.00 0.37 -3.56
C39 -1.83 -0.62 -3.04
C40 -2.40 -1.58 -3.87
C41 -2.14 -1.55 -5.23
C42 -1.31 -0.56 -5.76
C43 -0.75 0.40 -4.93
H35 2.85 2.75 -1.48
H36 1.42 2.44 -0.48
H37 1.34 3.61 -1.79
H38 2.83 0.28 -4.87
H39 2.55 -1.28 -6.74
H40 1.42 -3.46 -6.38
H41 0.56 -4.04 -4.13
H42 0.83 -2.47 -2.26
H43 4.51 -1.04 -0.99
H44 6.92 -0.64 -1.44
H45 7.62 1.17 -2.97
H46 5.90 2.58 -4.06
H47 3.51 2.18 -3.62
H48 -2.70 3.29 -2.37
H49 -3.35 5.30 -3.66
H50 -1.77 6.29 -5.29
H51 0.47 5.27 -5.61
H52 1.10 3.26 -4.30
H53 -2.00 -0.65 -1.97
H54 -3.01 -2.36 -3.45
H55 -2.56 -2.30 -5.88
H56 -1.09 -0.54 -6.82
H57 -0.11 1.16 -5.35
O4 2.25 -2.56 2.00
C44 3.00 -2.95 1.08
O5 3.30 -2.33 0.03
C45 3.63 -4.33 1.25
C46 3.60 -4.97 2.49
C47 4.18 -6.22 2.65
C48 4.78 -6.85 1.56
C49 4.80 -6.23 0.33
C50 4.23 -4.97 0.17
H58 3.11 -4.46 3.31
H59 4.16 -6.71 3.61
H60 5.22 -7.83 1.68
H61 5.26 -6.72 -0.52
H62 4.25 -4.45 -0.78
C51 -5.88 0.81 1.95
As1 -4.95 0.42 0.30
C52 -6.36 0.37 -1.04
C53 -4.47 -1.44 0.47
S1 -3.54 1.85 -0.18
H63 -6.80 0.22 2.02
H64 -6.09 1.87 1.97
H65 -5.21 0.56 2.78
H66 -7.20 -0.25 -0.71
H67 -5.93 -0.04 -1.95
H68 -6.69 1.39 -1.22
H69 -5.36 -2.03 0.25
H70 -4.12 -1.62 1.48
H71 -3.66 -1.69 -0.22



# 2
A molecular structure, C53H71CsN5O5P in a non-equilibrium geometry, computed with ωB97M-V/def2-TZVPD.

Properties
Spin multiplicity: 1
HOMO level in eV: -7.98
Lowest unoccupied orbital energy in eV: -0.77
Largest force on an atom in Eh/bohr: 0.036
E in Eh: -3073.76645

Element x y z (Å)
Cs1 -1.34 -0.41 -0.65
C1 -2.63 5.07 1.81
C2 -2.47 3.96 0.80
O1 -2.86 2.82 0.99
N1 -1.81 4.30 -0.34
C3 -1.68 3.34 -1.43
C4 -2.98 3.03 -2.13
C5 -3.63 4.01 -2.87
C6 -4.83 3.70 -3.49
C7 -5.35 2.43 -3.34
C8 -4.63 1.51 -2.59
N2 -3.47 1.80 -2.00
H1 -3.16 4.68 2.67
H2 -3.20 5.90 1.38
H3 -1.66 5.45 2.12
H4 -1.62 5.27 -0.52
H5 -1.26 2.41 -1.05
H6 -0.95 3.73 -2.14
H7 -3.20 5.00 -2.96
H8 -5.36 4.45 -4.08
H9 -6.28 2.14 -3.80
H10 -5.02 0.50 -2.45
O2 6.59 4.81 0.65
C9 5.43 4.33 1.14
O3 5.26 4.30 2.33
C10 4.40 3.86 0.17
C11 4.55 3.90 -1.22
C12 3.54 3.44 -2.05
C13 2.37 2.92 -1.51
C14 2.20 2.91 -0.12
C15 3.21 3.36 0.70
N3 1.30 2.45 -2.29
C16 1.55 1.84 -3.37
C17 0.48 1.40 -4.29
C18 0.80 1.16 -5.62
C19 -0.20 0.79 -6.49
C20 -1.49 0.66 -6.00
C21 -1.71 0.89 -4.65
N4 -0.76 1.26 -3.79
H11 6.60 4.77 -0.31
H12 5.44 4.30 -1.69
H13 3.66 3.52 -3.12
H14 1.28 2.51 0.29
H15 3.10 3.35 1.78
H16 2.58 1.63 -3.70
H17 1.83 1.26 -5.95
H18 0.01 0.60 -7.54
H19 -2.31 0.37 -6.63
H20 -2.70 0.77 -4.22
N5 -5.83 -1.54 -1.50
C22 -5.62 -2.86 -2.10
C23 -4.76 -3.81 -1.27
C24 -3.30 -3.37 -1.25
O4 -2.42 -4.16 -1.61
O5 -3.09 -2.17 -0.87
H21 -4.95 -1.29 -1.04
H22 -6.52 -1.61 -0.77
H23 -5.15 -2.72 -3.08
H24 -6.59 -3.31 -2.30
H25 -4.82 -4.83 -1.65
H26 -5.13 -3.81 -0.24
C25 -0.49 -2.32 -3.85
C26 0.96 -2.03 -3.43
C27 1.92 -3.02 -4.10
C28 1.19 -2.04 -1.94
C29 0.60 -2.99 -1.11
C30 0.87 -3.06 0.26
C31 0.19 -4.27 0.92
C32 0.26 -4.53 2.43
C33 0.72 -5.55 0.24
C34 1.75 -2.11 0.83
C35 2.45 -1.22 -0.01
C36 2.10 -1.17 -1.36
C37 3.65 -0.32 0.34
C38 4.20 -0.27 1.77
C39 4.84 -0.69 -0.56
C40 1.98 -2.12 2.31
C41 2.98 -2.98 2.77
C42 3.29 -3.10 4.11
C43 2.58 -2.35 5.04
C44 1.58 -1.49 4.60
C45 1.26 -1.34 3.24
P1 -0.02 -0.10 2.71
C46 -1.66 -0.79 3.37
C47 -2.73 0.31 3.36
C48 -2.11 -1.86 2.36
C49 -1.60 -1.44 4.75
C50 0.38 1.47 3.71
C51 0.07 1.54 5.20
C52 1.87 1.74 3.51
C53 -0.38 2.61 3.02
H27 -0.56 -2.32 -4.94
H28 -1.18 -1.55 -3.48
H29 -0.85 -3.27 -3.47
H30 1.22 -1.03 -3.79
H31 1.70 -4.04 -3.77
H32 2.95 -2.80 -3.84
H33 1.82 -2.99 -5.19
H34 -0.14 -3.66 -1.52
H35 -0.87 -4.18 0.63
H36 1.24 -4.91 2.72
H37 -0.48 -5.30 2.66
H38 0.05 -3.67 3.05
H39 1.80 -5.64 0.40
H40 0.53 -5.56 -0.83
H41 0.24 -6.43 0.67
H42 2.60 -0.45 -2.00
H43 3.34 0.70 0.07
H44 4.76 -1.17 2.00
H45 3.45 -0.14 2.54
H46 4.89 0.58 1.83
H47 5.14 -1.72 -0.37
H48 5.69 -0.05 -0.33
H49 4.62 -0.60 -1.62
H50 3.52 -3.57 2.04
H51 4.07 -3.77 4.43
H52 2.80 -2.42 6.09
H53 1.03 -0.93 5.33
H54 -2.77 0.84 2.41
H55 -2.59 1.04 4.16
H56 -3.70 -0.16 3.52
H57 -2.42 -1.43 1.41
H58 -2.97 -2.40 2.76
H59 -1.33 -2.58 2.15
H60 -1.26 -0.75 5.53
H61 -0.94 -2.31 4.76
H62 -2.60 -1.78 5.03
H63 0.67 0.86 5.80
H64 -0.99 1.36 5.42
H65 0.30 2.55 5.55
H66 2.49 1.05 4.08
H67 2.10 2.76 3.86
H68 2.16 1.67 2.46
H69 -1.46 2.52 3.14
H70 -0.18 2.64 1.95
H71 -0.07 3.56 3.45



# 3
A molecular structure, C53H73BCl2N3O4P2ReSSi in a non-equilibrium geometry, computed with ωB97M-V/def2-TZVPD.

Properties
Spin multiplicity: 2
HOMO level (spin up / spin down) in eV: -4.36 / -3.93
Total charge: -1
Lowest unoccupied orbital energy (spin up / spin down) in eV: 2.36 / 2.36
Largest force on an atom in Eh/bohr: 0.041
E in Eh: -4922.74502

Element x y z (Å)
Re1 0.49 -0.13 0.45
C1 -0.06 -4.87 -3.73
C2 -0.48 -4.15 -2.45
C3 -0.96 -5.18 -1.43
C4 -1.67 -3.23 -2.74
P1 0.82 -3.04 -1.62
C5 0.98 -1.75 -2.95
N1 0.25 -0.51 -2.75
B1 -0.31 0.16 -1.58
N2 -0.90 1.37 -2.15
C6 -1.78 2.38 -1.57
P2 -2.71 1.80 -0.08
C7 -3.41 3.47 0.47
C8 -4.28 3.20 1.71
C9 -2.19 4.29 0.95
C10 -4.17 4.32 -0.54
C11 -4.12 0.75 -0.81
C12 -5.41 1.47 -1.19
C13 -4.42 -0.30 0.27
C14 -3.63 0.01 -2.06
C15 -0.59 1.47 -3.49
C16 -0.83 2.48 -4.41
C17 -0.32 2.33 -5.70
C18 0.40 1.20 -6.06
C19 0.64 0.18 -5.14
C20 0.14 0.32 -3.86
C21 2.53 -3.80 -1.81
C22 2.59 -5.06 -0.93
C23 3.04 -4.14 -3.22
C24 3.47 -2.75 -1.20
H1 -0.94 -5.34 -4.18
H2 0.66 -5.66 -3.52
H3 0.37 -4.20 -4.47
H4 -1.70 -5.84 -1.89
H5 -1.42 -4.69 -0.57
H6 -0.15 -5.81 -1.06
H7 -2.54 -3.84 -3.02
H8 -1.48 -2.53 -3.56
H9 -1.93 -2.64 -1.86
H10 0.62 -2.20 -3.88
H11 2.04 -1.53 -3.11
H12 -2.48 2.71 -2.35
H13 -1.20 3.25 -1.26
H14 -3.69 2.73 2.50
H15 -5.12 2.55 1.49
H16 -4.68 4.15 2.09
H17 -1.65 4.73 0.11
H18 -1.49 3.70 1.52
H19 -2.55 5.12 1.57
H20 -5.19 3.97 -0.71
H21 -3.67 4.37 -1.50
H22 -4.24 5.35 -0.16
H23 -5.87 1.99 -0.35
H24 -6.13 0.72 -1.54
H25 -5.26 2.18 -2.00
H26 -4.83 0.17 1.17
H27 -3.51 -0.83 0.56
H28 -5.15 -1.02 -0.10
H29 -3.41 0.68 -2.89
H30 -4.43 -0.67 -2.39
H31 -2.74 -0.59 -1.86
H32 -1.36 3.38 -4.13
H33 -0.49 3.12 -6.43
H34 0.79 1.11 -7.07
H35 1.21 -0.69 -5.43
H36 1.99 -5.87 -1.35
H37 2.24 -4.85 0.08
H38 3.62 -5.41 -0.86
H39 2.67 -5.11 -3.57
H40 4.13 -4.19 -3.20
H41 2.77 -3.39 -3.96
H42 3.06 -2.33 -0.27
H43 3.65 -1.92 -1.89
H44 4.43 -3.21 -0.97
C25 2.04 -0.76 4.76
C26 3.37 -0.29 4.16
C27 4.49 -0.76 5.09
C28 3.36 1.24 4.11
Si1 3.51 -0.96 2.36
O1 2.15 -0.69 1.57
C29 5.07 -0.30 1.51
C30 6.33 -0.26 2.13
C31 7.46 0.20 1.46
C32 7.35 0.65 0.15
C33 6.12 0.61 -0.49
C34 5.00 0.14 0.19
C35 3.82 -2.84 2.49
C36 4.99 -3.45 2.03
C37 5.18 -4.82 2.13
C38 4.21 -5.62 2.71
C39 3.03 -5.04 3.17
C40 2.85 -3.67 3.06
H45 1.83 -0.20 5.68
H46 2.06 -1.82 5.02
H47 1.21 -0.59 4.07
H48 4.24 -0.49 6.12
H49 5.44 -0.27 4.86
H50 4.64 -1.84 5.05
H51 3.30 1.64 5.13
H52 2.50 1.61 3.54
H53 4.25 1.64 3.63
H54 6.45 -0.63 3.14
H55 8.42 0.21 1.96
H56 8.23 1.02 -0.37
H57 6.02 0.96 -1.51
H58 4.05 0.12 -0.32
H59 5.76 -2.85 1.56
H60 6.10 -5.27 1.76
H61 4.36 -6.69 2.80
H62 2.26 -5.65 3.62
H63 1.91 -3.24 3.39
Cl1 -0.96 1.51 3.37
C41 -1.36 -0.12 3.76
C42 -1.86 -0.39 5.02
C43 -2.10 -1.71 5.40
C44 -1.80 -2.74 4.52
C45 -1.29 -2.45 3.27
Cl2 -0.86 -3.75 2.22
C46 -1.09 -1.13 2.83
N3 -0.62 -0.87 1.57
H64 -2.04 0.42 5.70
H65 -2.50 -1.93 6.38
H66 -1.95 -3.77 4.80
C47 3.11 6.42 -4.20
C48 2.78 5.40 -3.14
C49 2.66 5.77 -1.81
C50 2.40 4.83 -0.83
C51 2.23 3.50 -1.19
C52 2.33 3.11 -2.52
C53 2.60 4.07 -3.48
S1 1.88 2.32 0.08
O2 1.96 1.01 -0.66
O3 2.84 2.49 1.12
O4 0.47 2.47 0.45
H67 3.05 7.43 -3.81
H68 2.43 6.34 -5.05
H69 4.12 6.26 -4.58
H70 2.79 6.81 -1.53
H71 2.32 5.12 0.22
H72 2.17 2.08 -2.78
H73 2.66 3.76 -4.52